(1)
Formula: C52H43ClGeN5OSbSc
Source: the Open Molecules 2025 dataset
Level of theory: the ωB97M-V functional and the def2-TZVPD basis

⟨S²⟩ = 0.762
relative energy (zero: lowest compared OMol25 entry of this formula, charge and spin) = 1.157 eV
Kohn-Sham gap (spin up / spin down) = 5.558 / 6.772 eV
net charge = +2
multiplicity = 2

XYZ file:
```
105
C52H43ClGeN5OSbSc the ωB97M-V functional and the def2-TZVPD basis
Sc 0.5345 0.4450 0.1504
C -0.4162 -0.2980 -3.3368
C -0.2928 1.1868 -3.1757
C -0.5811 2.0358 -4.2347
C -0.3626 3.3924 -4.1070
C 0.1979 3.8675 -2.9284
C 0.4513 2.9766 -1.9064
N 0.1666 1.6575 -1.9968
Sb 1.5933 3.6477 -0.2096
C -0.0431 3.3053 1.1509
C -0.3437 4.2568 2.0987
C -1.4022 4.0120 2.9692
C -2.0934 2.8224 2.8627
C -1.7299 1.8845 1.9017
C -2.4420 0.5627 1.8370
N -0.7261 2.1386 1.0400
C 3.3462 1.3379 0.8200
C 4.6333 1.4102 0.0921
C 5.4353 0.3497 0.0179
C 5.0440 -0.9290 0.5810
C 3.8679 -1.0715 1.1983
C 3.3590 -2.4052 1.6554
N 2.9845 0.0225 1.3169
H 0.5543 -0.7182 -3.6143
H -0.7322 -0.7550 -2.4050
H -1.1317 -0.5726 -4.1081
H -0.9581 1.6189 -5.1589
H -0.5836 4.0685 -4.9262
H 0.4411 4.9177 -2.8119
H 0.2348 5.1707 2.1655
H -1.6697 4.7392 3.7277
H -2.9111 2.5934 3.5375
H -3.4816 0.7032 1.5319
H -1.9854 -0.1172 1.1243
H -2.4347 0.0834 2.8189
H 4.8974 2.3768 -0.3285
H 6.3994 0.4332 -0.4728
H 5.6894 -1.7897 0.4590
H 4.1911 -3.0984 1.7561
H 2.8250 -2.3680 2.6077
H 2.6651 -2.8115 0.9112
Cl 2.0747 4.3535 5.7952
C 2.5339 3.5245 4.3536
C 3.3720 4.1551 3.4406
C 3.7212 3.5109 2.2582
C 3.2138 2.2414 2.0236
O 2.2059 1.6784 -0.1071
C 2.4320 1.6035 2.9673
C 2.1126 0.1989 2.5346
N 0.7363 -0.0024 2.1329
C 0.2376 -1.2796 2.4741
C 0.0744 -1.6940 3.7775
C -0.3277 -3.0049 4.0898
C -0.5062 -3.9203 3.0881
C -0.3456 -3.5315 1.7442
C -0.3440 -4.4794 0.6803
C -0.1991 -4.0494 -0.5980
C -0.1479 -2.6607 -0.8700
N 0.0757 -1.7436 0.1138
C -0.0531 -2.1880 1.4278
C 2.0701 2.2313 4.1409
H 3.7641 5.1393 3.6681
H 4.3872 4.0018 1.5563
H 2.4080 -0.5066 3.2998
H 0.2910 -0.9877 4.5751
H -0.4703 -3.2937 5.1265
H -0.7600 -4.9524 3.3082
H -0.4424 -5.5358 0.9130
H -0.1635 -4.7435 -1.4277
H 0.0973 -2.3589 -1.8818
H 1.4480 1.7428 4.8846
C -5.7149 1.3197 -0.7932
C -6.1758 0.0273 -0.5780
C -5.3182 -1.0582 -0.7418
C -3.9846 -0.8622 -1.1184
C -3.5394 0.4430 -1.3264
C -4.3935 1.5268 -1.1694
Ge -2.9373 -2.4939 -1.4257
C -2.9378 -2.8768 -3.3264
C -2.1489 -3.8812 -3.8906
C -2.1602 -4.0963 -5.2641
C -2.9602 -3.3084 -6.0835
C -3.7488 -2.3058 -5.5301
C -3.7356 -2.0847 -4.1575
C -3.6316 -3.8477 -0.2355
C -4.0115 -3.4841 1.0583
C -4.4557 -4.4492 1.9552
C -4.5151 -5.7830 1.5664
C -4.1440 -6.1524 0.2771
C -3.7002 -5.1887 -0.6210
H -6.3857 2.1632 -0.6725
H -7.2063 -0.1417 -0.2893
H -5.6968 -2.0616 -0.5756
H -2.5173 0.6363 -1.5977
H -4.0298 2.5329 -1.3505
H -1.5239 -4.5111 -3.2628
H -1.5481 -4.8825 -5.6955
H -2.9753 -3.4818 -7.1537
H -4.3825 -1.6986 -6.1677
H -4.3565 -1.3025 -3.7369
H -3.9715 -2.4421 1.3654
H -4.7587 -4.1600 2.9563
H -4.8610 -6.5367 2.2666
H -4.2095 -7.1907 -0.0311
H -3.4270 -5.4815 -1.6318
```

=====

(2)
Formula: C52H43N2O16
Source: the Open Molecules 2025 dataset
Level of theory: the ωB97M-V functional and the def2-TZVPD basis

Kohn-Sham gap = 6.693 eV
net charge = +1
multiplicity = 1

XYZ file:
```
113
C52H43N2O16 the ωB97M-V functional and the def2-TZVPD basis
C 1.4441 0.8212 -1.3369
C 1.3534 1.3588 -2.8280
C 2.1682 2.6173 -3.3129
C 2.0027 2.9994 -4.8297
N 1.1357 2.1843 -5.6240
N 0.3895 1.1371 -5.2969
C 0.4623 0.6944 -3.9619
C -0.4441 -0.5838 -3.5591
C -1.9112 -0.5333 -4.2591
C -3.1025 -0.4586 -3.1704
C -3.9104 0.9367 -3.3727
O -3.1260 2.0708 -2.8530
C -3.3598 2.1522 -1.4484
O -2.4484 2.4588 -0.6460
H 2.5304 1.0480 -0.9760
H 0.7661 1.3873 -0.5937
H 1.3167 -0.3133 -1.2417
H 2.8285 3.2013 -2.5906
H 2.5711 3.8858 -5.2927
H 1.0829 2.4738 -6.6237
H -0.6205 -0.6497 -2.4316
H 0.1137 -1.5534 -3.8520
H -2.0643 -1.4419 -4.9427
H -2.0431 0.3885 -4.9390
H -3.8534 -1.2820 -3.4712
H -2.7513 -0.5743 -2.0896
H -4.0298 1.1388 -4.5040
H -4.9751 0.8939 -2.9549
H -4.4134 1.8762 -1.0923
C 4.2488 -0.1076 3.4372
C 4.0497 0.9529 2.6544
C 4.5278 0.9740 1.2562
O 4.3454 1.9456 0.5412
C 5.2341 -0.2254 0.7578
C 5.4332 -1.2866 1.5414
C 4.9544 -1.3075 2.9399
O 5.1321 -2.2756 3.6556
H 3.9057 -0.1402 4.4638
H 3.5337 1.8392 3.0028
H 5.5768 -0.1927 -0.2694
H 5.9486 -2.1733 1.1932
C -1.7951 0.3036 1.2874
C -2.0937 0.9486 2.4153
C -2.0635 0.2589 3.7232
O -2.3374 0.8455 4.7526
C -1.6879 -1.1718 3.7310
C -1.3894 -1.8162 2.6019
C -1.4200 -1.1258 1.2955
O -1.1451 -1.7121 0.2612
H -1.8127 0.7914 0.3221
H -2.3696 1.9960 2.4262
H -1.6700 -1.6608 4.6969
H -1.1129 -2.8634 2.5899
C -7.2843 3.0115 -4.3382
C -7.8762 4.2038 -4.2629
C -8.0264 5.0618 -5.4574
O -8.5645 6.1504 -5.3893
C -7.4967 4.5463 -6.7382
C -6.9047 3.3536 -6.8129
C -6.7548 2.4960 -5.6181
O -6.2153 1.4047 -5.6865
H -7.1656 2.3708 -3.4732
H -8.2697 4.5947 -3.3343
H -7.6158 5.1871 -7.6030
H -6.5108 2.9613 -7.7423
C 8.9221 1.3232 -2.3647
C 9.8210 2.3051 -2.2833
C 9.5152 3.5681 -1.5780
O 10.3328 4.4643 -1.5049
C 8.1756 3.6995 -0.9655
C 7.2769 2.7173 -1.0472
C 7.5833 1.4550 -1.7524
O 6.7627 0.5557 -1.8258
H 9.1287 0.3922 -2.8777
H 10.8063 2.2245 -2.7255
H 7.9688 4.6304 -0.4523
H 6.2911 2.7972 -0.6049
C 1.9898 -5.4428 7.3606
C 1.2882 -4.9539 6.3378
C 1.9487 -4.2281 5.2328
O 1.3080 -3.7786 4.2981
C 3.4168 -4.0664 5.3046
C 4.1183 -4.5552 6.3275
C 3.4578 -5.2813 7.4326
O 4.0975 -5.7298 8.3657
H 1.5225 -5.9765 8.1788
H 0.2130 -5.0642 6.2696
H 3.8848 -3.5321 4.4855
H 5.1937 -4.4448 6.3958
C -9.8741 5.7122 -0.5784
C -10.1880 6.3569 0.5459
C -10.1889 5.6644 1.8522
O -10.4767 6.2505 2.8773
C -9.8270 4.2306 1.8637
C -9.5132 3.5863 0.7391
C -9.5123 4.2790 -0.5665
O -9.2235 3.6909 -1.5949
H -9.8690 6.2035 -1.5437
H -10.4545 7.4065 0.5549
H -9.8321 3.7393 2.8286
H -9.2467 2.5366 0.7298
C 4.0087 -9.0002 4.3083
C 5.0654 -9.6436 3.8101
C 6.0331 -8.9593 2.9265
O 6.9959 -9.5453 2.4700
C 5.7851 -7.5346 2.6181
C 4.7286 -6.8915 3.1163
C 3.7611 -7.5760 3.9998
O 2.7975 -6.9885 4.4564
H 3.2897 -9.4857 4.9563
H 5.2618 -10.6863 4.0267
H 6.5041 -7.0489 1.9702
H 4.5319 -5.8485 2.9000
```

=====

(3)
Formula: C52H43N9OP2S2Sn
Source: the Open Molecules 2025 dataset
Level of theory: the ωB97M-V functional and the def2-TZVPD basis

Kohn-Sham gap = 5.766 eV
net charge = +2
multiplicity = 1

XYZ file:
```
110
C52H43N9OP2S2Sn the ωB97M-V functional and the def2-TZVPD basis
Sn 0.9347 -1.0130 -0.7251
C 0.5277 -2.8215 2.0641
P 1.9502 -1.6017 1.9840
C 1.6179 -0.9477 3.6708
C 0.9886 0.2703 3.8762
C 0.5163 0.6198 5.1297
C 0.6785 -0.2450 6.1971
C 1.3569 -1.4391 6.0135
C 1.8175 -1.7962 4.7596
C 3.4821 -2.5588 2.1954
C 3.7133 -3.6942 1.4258
C 4.9315 -4.3483 1.5036
C 5.9186 -3.8800 2.3576
C 5.7007 -2.7334 3.1067
C 4.4917 -2.0655 3.0187
C -0.6389 -1.9064 1.9432
C -1.5801 -1.5088 2.8786
C -2.2652 -0.4230 2.3262
C -1.7061 -0.1910 1.0795
C -2.0662 0.8767 0.1133
P -0.8363 2.2483 0.0158
C -1.3195 3.5223 1.1852
C -1.3454 3.1908 2.5389
C -1.8190 4.1219 3.4453
C -2.2836 5.3520 3.0013
C -2.2594 5.6708 1.6525
C -1.7691 4.7599 0.7361
C -0.4973 2.7702 -1.6797
C -1.5139 3.3280 -2.4493
C -1.2491 3.7238 -3.7476
C 0.0148 3.5563 -4.2897
C 1.0201 2.9740 -3.5353
C 0.7665 2.5794 -2.2345
N -0.7270 -1.1085 0.8373
H 0.5888 -3.5251 1.2323
H 0.5327 -3.3567 3.0146
H 0.8671 0.9473 3.0470
H 0.0151 1.5638 5.2785
H 0.2807 0.0097 7.1674
H 1.5180 -2.1011 6.8507
H 2.3305 -2.7387 4.6230
H 2.9343 -4.0660 0.7720
H 5.1117 -5.2250 0.8983
H 6.8576 -4.4080 2.4331
H 6.4741 -2.3571 3.7592
H 4.3181 -1.1655 3.5948
H -1.7305 -1.9309 3.8498
H -3.0638 0.1359 2.7698
H -2.2037 0.5064 -0.9028
H -2.9919 1.3431 0.4525
H -1.0191 2.2135 2.8722
H -1.8408 3.8813 4.4961
H -2.6710 6.0666 3.7101
H -2.6299 6.6248 1.3114
H -1.7311 5.0027 -0.3141
H -2.5039 3.4517 -2.0426
H -2.0350 4.1726 -4.3309
H 0.2198 3.8878 -5.2949
H 2.0030 2.8305 -3.9605
H 1.5565 2.1241 -1.6491
C -1.4841 -3.8685 -0.8472
C -0.1537 -4.1340 -1.4308
N 0.8780 -3.3353 -1.3774
C 1.9955 -3.8816 -1.9564
C 1.7924 -5.1237 -2.4795
S 0.1765 -5.6264 -2.2250
C 3.2379 -3.1451 -1.9578
C 4.4729 -3.5865 -2.3436
S 5.6378 -2.3422 -2.1658
C 4.3980 -1.2934 -1.5834
N 3.2253 -1.8529 -1.5291
C 4.6118 0.1227 -1.2184
H -1.5405 -2.8547 -0.4594
H -1.6767 -4.5650 -0.0299
H -2.2594 -4.0251 -1.5933
H 2.4841 -5.7559 -2.9970
H 4.7603 -4.5485 -2.7165
H 5.6118 0.2822 -0.8293
H 3.8681 0.4086 -0.4716
H 4.4980 0.7544 -2.1024
O 0.4645 1.4462 0.5340
N 1.6272 1.7757 1.1972
C 2.0788 2.9784 1.2550
C 1.5562 4.1148 0.5912
N 1.1454 4.9892 -0.0297
C 3.2543 3.1435 2.0417
N 4.1818 3.2574 2.6989
C -0.6882 0.1451 -5.0696
C -0.1633 -0.2426 -3.8487
N -0.9152 -0.6522 -2.8316
C -2.2333 -0.7030 -3.0052
C -2.8724 -0.3233 -4.1869
C -2.0597 0.1114 -5.2388
C -4.3035 -0.5077 -4.4182
C -5.3562 -0.2171 -3.6467
C -5.4468 0.5525 -2.4142
C -6.6075 0.4363 -1.6375
C -6.7025 1.2387 -0.5152
N -5.7694 2.1349 -0.2245
C -4.7360 2.1928 -1.0366
N -4.4901 1.4296 -2.0857
H -0.0345 0.4395 -5.8753
H 0.9107 -0.2423 -3.6780
H -2.8145 -1.1037 -2.1846
H -2.5074 0.4014 -6.1770
H -4.5150 -0.9766 -5.3738
H -6.3290 -0.5343 -4.0020
H -7.3936 -0.2476 -1.9106
H -7.5456 1.1978 0.1591
H -4.0077 2.9661 -0.8055
```

=====

net charge of number 2 (C52H43N2O16)? +1

=====

Among the records above, which one has the highest multiplicity? C52H43ClGeN5OSbSc

=====

Which value of net charge does entry 1 give? +2

=====

Among the records above, which one has the lowest net charge? C52H43N2O16